Entry 1:
C20H33N2O5P2Zr | ωB97M-V/def2-TZVPD

XYZ file:
```
63
Properties=species:S:1:pos:R:3
C 0.16630 2.79299 1.28637
C 0.58660 2.27224 0.10448
P 1.33755 0.45943 -0.26057
C 0.48189 0.30379 -1.95494
C -0.53622 1.35966 -2.39257
C -1.91396 1.45909 -1.72805
O -2.13448 2.43765 -1.04843
N -2.95039 0.52627 -2.04650
C -3.70531 -0.01386 -1.00689
C -3.68813 0.33742 0.34930
C -4.44975 -0.31561 1.30558
C -5.26337 -1.37586 0.93482
C -5.31364 -1.73853 -0.42235
C -4.55914 -1.09598 -1.35711
C -0.05776 -0.39539 0.70828
O -1.06520 -0.96838 -0.09303
C -1.70140 -2.02114 0.68386
C 2.40460 0.74097 1.36158
O 1.81520 0.40850 2.58251
C 2.18158 1.26209 3.61354
C 1.05236 1.64339 4.57191
O 3.29218 1.70528 3.73053
C 2.27360 -1.16283 -0.71440
C 1.63540 -2.52134 -0.41819
C 0.72416 -3.29967 -1.36219
N 1.97824 -3.04954 0.68774
P 3.04497 1.74289 -1.12209
C 4.36951 0.70906 -1.92521
O 2.50799 2.69761 -2.36398
H 0.85140 3.36285 1.92927
H -0.86643 2.59300 1.62237
H 0.56598 3.09651 -0.65086
H 1.30587 0.42084 -2.69737
H 0.17175 -0.71784 -2.21147
H -0.16404 2.38888 -2.50018
H -0.77821 1.10330 -3.44809
H -3.47318 0.74258 -2.88892
H -3.03658 1.14139 0.68676
H -4.35644 0.00851 2.34059
H -5.82484 -1.88593 1.71458
H -5.96079 -2.56434 -0.71354
H -4.59424 -1.42128 -2.39742
H 0.28161 -1.16828 1.41741
H -0.62410 0.29170 1.38830
H -2.01288 -1.60938 1.65662
H -2.63854 -2.23939 0.15773
H -1.05517 -2.90082 0.78129
H 3.41134 0.18196 1.32232
H 2.72897 1.79492 1.41337
H 0.10625 1.22990 4.18292
H 0.90839 2.73129 4.59405
H 1.19359 1.20511 5.56460
H 2.43790 -1.23489 -1.80533
H 3.28536 -1.25365 -0.27613
H 1.29112 -3.59869 -2.26221
H 0.36415 -4.23867 -0.92284
H -0.15927 -2.75382 -1.71655
H 1.54817 -3.96697 0.80093
H 4.06251 0.06996 -2.76391
H 5.14785 1.40700 -2.30295
H 4.87764 0.09169 -1.11198
H 2.73679 2.23407 -3.18914
Zr 5.75470 0.55830 0.58175
```

Summary:
E: -54306.5745 eV
HOMO: -15.4 eV
Frontier orbital gap: 0.1039 hartree
Net charge: +3

Computed natural (NBO) charges, given in elementary charges: atom 1 (C): -0.194, atom 2 (C): -0.157, atom 3 (P): 1.107, atom 4 (C): -0.701, atom 5 (C): -0.534, atom 6 (C): 0.738, atom 7 (O): -0.495, atom 8 (N): -0.608, atom 9 (C): 0.275, atom 10 (C): -0.241, atom 11 (C): -0.194, atom 12 (C): -0.118, atom 13 (C): -0.194, atom 14 (C): -0.222, atom 15 (C): -0.398, atom 16 (O): -0.593, atom 17 (C): -0.261, atom 18 (C): -0.335, atom 19 (O): -0.536, atom 20 (C): 0.804, atom 21 (C): -0.732, atom 22 (O): -0.556, atom 23 (C): -0.766, atom 24 (C): 0.320, atom 25 (C): -0.706, atom 26 (N): -0.630, atom 27 (P): 0.849, atom 28 (C): -0.910, atom 29 (O): -0.943, atom 30 (H): 0.288, atom 31 (H): 0.304, atom 32 (H): 0.315, atom 33 (H): 0.209, atom 34 (H): 0.283, atom 35 (H): 0.240, atom 36 (H): 0.269, atom 37 (H): 0.447, atom 38 (H): 0.215, atom 39 (H): 0.240, atom 40 (H): 0.252, atom 41 (H): 0.257, atom 42 (H): 0.240, atom 43 (H): 0.254, atom 44 (H): 0.182, atom 45 (H): 0.190, atom 46 (H): 0.220, atom 47 (H): 0.199, atom 48 (H): 0.084, atom 49 (H): 0.202, atom 50 (H): 0.226, atom 51 (H): 0.259, atom 52 (H): 0.293, atom 53 (H): 0.231, atom 54 (H): 0.208, atom 55 (H): 0.248, atom 56 (H): 0.248, atom 57 (H): 0.233, atom 58 (H): 0.357, atom 59 (H): 0.283, atom 60 (H): 0.274, atom 61 (H): 0.058, atom 62 (H): 0.507, atom 63 (Zr): 1.617

=====

Entry 2:
C20H33N3O4S | ωB97M-V/def2-TZVPD

XYZ file:
```
61
Properties=species:S:1:pos:R:3
C -3.07748 0.08023 3.77256
C -3.11703 -0.32688 2.30941
N -3.89580 0.59873 1.47640
S -3.23224 1.94901 0.86540
O -4.24718 2.96375 0.91494
O -1.93747 2.17010 1.44154
C -2.98537 1.66790 -0.88096
C -2.08079 0.50085 -1.23917
O -1.81667 -0.37770 -0.42971
N -1.61650 0.45120 -2.50799
C -1.77281 1.50171 -3.49872
C -0.78527 -0.70280 -2.83745
C 0.61469 -0.66385 -2.18190
C 1.70726 -0.42619 -3.21137
N 0.77214 -1.85584 -1.35121
C 1.88966 -2.60613 -1.14791
O 2.84918 -2.65152 -1.89762
C 1.88815 -3.37493 0.16179
C 2.82089 -2.65953 1.16437
C 2.77093 -3.34292 2.52673
C 2.47848 -1.18526 1.21021
C 1.30903 -0.72335 1.80668
C 0.93188 0.60795 1.70515
C 1.71780 1.52156 1.00885
C 1.26781 2.94600 0.81099
C 0.66069 3.14787 -0.57853
C 2.90337 1.06653 0.44074
C 3.27638 -0.26567 0.53670
H -2.51459 -0.65286 4.35246
H -2.59747 1.05214 3.88597
H -4.08269 0.13975 4.19525
H -2.11963 -0.37441 1.88234
H -3.56142 -1.31548 2.18549
H -4.83922 0.79361 1.78472
H -3.97591 1.53040 -1.31720
H -2.58981 2.62210 -1.23047
H -2.66831 2.08866 -3.31573
H -0.90965 2.17293 -3.51675
H -1.87745 1.04705 -4.48280
H -1.30553 -1.60333 -2.51367
H -0.69293 -0.73685 -3.92316
H 0.61904 0.19026 -1.49531
H 1.47117 0.50006 -3.74214
H 2.68283 -0.32546 -2.74397
H 1.76555 -1.24038 -3.93305
H 0.10698 -1.85530 -0.59137
H 0.88150 -3.44363 0.58413
H 2.25438 -4.38459 -0.02603
H 3.83427 -2.74488 0.76500
H 3.44913 -2.85858 3.22988
H 1.76611 -3.30916 2.95242
H 3.05758 -4.39243 2.44001
H 0.66549 -1.41384 2.34214
H 0.00586 0.94672 2.15303
H 0.52570 3.20439 1.56702
H 2.11698 3.62189 0.93982
H 0.33186 4.17846 -0.72342
H 1.38413 2.90362 -1.36022
H -0.20429 2.49287 -0.69715
H 3.53926 1.76325 -0.09604
H 4.18735 -0.60785 0.05891
```

Summary:
E: -44772.4750 eV
HOMO: -8.6 eV
SMILES: CCNS(=O)(=O)CC(=O)N(C)C[C@H](C)NC(=O)C[C@H](C)c1ccc(CC)cc1
Frontier orbital gap: 0.3323 hartree
Relative energy (zero: lowest compared OMol25 entry of this formula, charge and spin): 48.0 kJ/mol

Computed natural (NBO) charges, given in elementary charges: atom 1 (C): -0.626, atom 2 (C): -0.224, atom 3 (N): -0.886, atom 4 (S): 2.353, atom 5 (O): -0.952, atom 6 (O): -0.957, atom 7 (C): -0.780, atom 8 (C): 0.691, atom 9 (O): -0.653, atom 10 (N): -0.425, atom 11 (C): -0.407, atom 12 (C): -0.220, atom 13 (C): -0.041, atom 14 (C): -0.611, atom 15 (N): -0.630, atom 16 (C): 0.696, atom 17 (O): -0.640, atom 18 (C): -0.479, atom 19 (C): -0.230, atom 20 (C): -0.596, atom 21 (C): -0.029, atom 22 (C): -0.180, atom 23 (C): -0.228, atom 24 (C): -0.012, atom 25 (C): -0.423, atom 26 (C): -0.594, atom 27 (C): -0.210, atom 28 (C): -0.214, atom 29 (H): 0.215, atom 30 (H): 0.223, atom 31 (H): 0.201, atom 32 (H): 0.241, atom 33 (H): 0.199, atom 34 (H): 0.413, atom 35 (H): 0.265, atom 36 (H): 0.261, atom 37 (H): 0.211, atom 38 (H): 0.203, atom 39 (H): 0.212, atom 40 (H): 0.228, atom 41 (H): 0.204, atom 42 (H): 0.203, atom 43 (H): 0.196, atom 44 (H): 0.239, atom 45 (H): 0.220, atom 46 (H): 0.413, atom 47 (H): 0.198, atom 48 (H): 0.232, atom 49 (H): 0.219, atom 50 (H): 0.217, atom 51 (H): 0.199, atom 52 (H): 0.211, atom 53 (H): 0.197, atom 54 (H): 0.228, atom 55 (H): 0.225, atom 56 (H): 0.205, atom 57 (H): 0.210, atom 58 (H): 0.200, atom 59 (H): 0.197, atom 60 (H): 0.208, atom 61 (H): 0.219

=====

Entry 3:
C20H33N3O4S | ωB97M-V/def2-TZVPD

XYZ file:
```
61
Properties=species:S:1:pos:R:3
C -4.22596 0.61519 4.42245
C -2.77056 0.23812 4.64284
N -2.55765 -1.17337 4.97148
S -2.49210 -2.31960 3.83356
O -2.80527 -3.55429 4.48510
O -3.20089 -1.90554 2.65816
C -0.76225 -2.40233 3.39040
C -0.29345 -1.25484 2.50887
O 0.17636 -0.25439 3.03283
N -0.39622 -1.37828 1.16483
C -1.01325 -2.47590 0.44391
C 0.16670 -0.30938 0.35897
C -0.76528 0.89033 0.04951
C -2.22790 0.70628 0.42165
N -0.60504 1.22972 -1.35608
C -0.75250 2.49455 -1.82411
O -1.12793 3.41547 -1.11834
C -0.35540 2.70033 -3.27479
C 1.15879 2.83814 -3.49726
C 1.43850 3.12995 -4.97088
C 1.93473 1.63967 -2.99767
C 1.84753 0.40371 -3.63249
C 2.52425 -0.70250 -3.13522
C 3.31206 -0.60610 -1.99270
C 4.01624 -1.81388 -1.42942
C 3.14747 -2.58063 -0.43416
C 3.39980 0.62926 -1.36166
C 2.71992 1.73371 -1.85543
H -4.31338 1.68222 4.21263
H -4.64444 0.06409 3.58153
H -4.82189 0.39667 5.31093
H -2.16594 0.46983 3.76910
H -2.34358 0.81636 5.46335
H -2.93807 -1.52669 5.83796
H -0.21598 -2.36048 4.32778
H -0.62070 -3.38358 2.93850
H -1.48588 -3.18553 1.11034
H -1.79177 -2.09874 -0.21795
H -0.26324 -2.99536 -0.15917
H 1.05770 0.05908 0.86171
H 0.50028 -0.77107 -0.57568
H -0.40050 1.74572 0.62217
H -2.34053 0.42358 1.46711
H -2.74892 1.64918 0.26154
H -2.71145 -0.06065 -0.18482
H -0.17941 0.55180 -1.96693
H -0.75222 1.88463 -3.88950
H -0.84154 3.62134 -3.59471
H 1.49053 3.70490 -2.91764
H 2.50985 3.22450 -5.15084
H 1.05789 2.33537 -5.61600
H 0.95739 4.06084 -5.27489
H 1.24553 0.29884 -4.52860
H 2.44645 -1.65413 -3.65025
H 4.30967 -2.47671 -2.24683
H 4.94029 -1.49672 -0.94096
H 3.67903 -3.44203 -0.02762
H 2.85165 -1.94121 0.39977
H 2.23837 -2.94395 -0.91790
H 4.00821 0.73044 -0.46945
H 2.79590 2.68408 -1.33905
```

Summary:
E: -44772.4584 eV
HOMO: -9.1 eV
SMILES: CCNS(=O)(=O)CC(=O)N(C)C[C@H](C)NC(=O)C[C@H](C)c1ccc(CC)cc1
Frontier orbital gap: 0.3553 hartree
Relative energy (zero: lowest compared OMol25 entry of this formula, charge and spin): 49.6 kJ/mol

Computed natural (NBO) charges, given in elementary charges: atom 1 (C): -0.627, atom 2 (C): -0.223, atom 3 (N): -0.897, atom 4 (S): 2.347, atom 5 (O): -0.946, atom 6 (O): -0.956, atom 7 (C): -0.776, atom 8 (C): 0.679, atom 9 (O): -0.634, atom 10 (N): -0.428, atom 11 (C): -0.399, atom 12 (C): -0.214, atom 13 (C): -0.067, atom 14 (C): -0.617, atom 15 (N): -0.624, atom 16 (C): 0.683, atom 17 (O): -0.631, atom 18 (C): -0.484, atom 19 (C): -0.236, atom 20 (C): -0.594, atom 21 (C): -0.051, atom 22 (C): -0.183, atom 23 (C): -0.237, atom 24 (C): -0.013, atom 25 (C): -0.420, atom 26 (C): -0.596, atom 27 (C): -0.229, atom 28 (C): -0.147, atom 29 (H): 0.217, atom 30 (H): 0.228, atom 31 (H): 0.201, atom 32 (H): 0.223, atom 33 (H): 0.205, atom 34 (H): 0.419, atom 35 (H): 0.273, atom 36 (H): 0.252, atom 37 (H): 0.221, atom 38 (H): 0.210, atom 39 (H): 0.192, atom 40 (H): 0.240, atom 41 (H): 0.194, atom 42 (H): 0.222, atom 43 (H): 0.220, atom 44 (H): 0.235, atom 45 (H): 0.199, atom 46 (H): 0.401, atom 47 (H): 0.207, atom 48 (H): 0.238, atom 49 (H): 0.215, atom 50 (H): 0.217, atom 51 (H): 0.200, atom 52 (H): 0.214, atom 53 (H): 0.204, atom 54 (H): 0.211, atom 55 (H): 0.208, atom 56 (H): 0.210, atom 57 (H): 0.213, atom 58 (H): 0.207, atom 59 (H): 0.198, atom 60 (H): 0.214, atom 61 (H): 0.209

=====

Question: Among the records above, which one has the highest HOMO?
Answer: number 2

=====

Question: Look up the E of the first one.
Answer: -54306.5745 eV

=====

Question: Which formula does entry 1 have?
Answer: C20H33N2O5P2Zr